{"formula": "C30H88O14", "method": "ωB97M-V with the def2-TZVPD basis set", "species": ["O", "H", "H", "O", "H", "H", "O", "H", "H", "O", "H", "H", "C", "C", "C", "O", "H", "H", "H", "H", "H", "H", "H", "H", "C", "C", "C", "O", "H", "H", "H", "H", "H", "H", "H", "H", "C", "C", "C", "O", "H", "H", "H", "H", "H", "H", "H", "H", "C", "C", "C", "O", "H", "H", "H", "H", "H", "H", "H", "H", "C", "C", "C", "O", "H", "H", "H", "H", "H", "H", "H", "H", "C", "C", "C", "O", "H", "H", "H", "H", "H", "H", "H", "H", "C", "C", "C", "O", "H", "H", "H", "H", "H", "H", "H", "H", "C", "C", "C", "O", "H", "H", "H", "H", "H", "H", "H", "H", "C", "C", "C", "O", "H", "H", "H", "H", "H", "H", "H", "H", "C", "C", "C", "O", "H", "H", "H", "H", "H", "H", "H", "H"], "xyz": [[-3.673806, 0.106176, -0.674522], [-3.574958, 0.865961, -1.248268], [-4.416784, -0.374779, -1.039067], [2.582954, 0.483077, 3.702163], [3.026169, 0.705989, 4.520750], [2.118889, -0.331679, 3.894674], [-4.189023, 0.657892, 2.938018], [-3.961479, 0.403740, 2.043668], [-4.285895, -0.171518, 3.405921], [3.526918, -0.856876, 1.426724], [3.107478, -0.382901, 2.144808], [3.729684, -0.181478, 0.779464], [3.292438, -2.142570, -2.359337], [3.154742, -3.366664, -3.343452], [2.027345, -3.144269, -4.378558], [4.410449, -3.566996, -4.027347], [3.567573, -1.220023, -2.870508], [4.066477, -2.291575, -1.606503], [2.383259, -2.040484, -1.766815], [2.707933, -4.217191, -2.828594], [2.093754, -3.951071, -5.108452], [2.210016, -2.162408, -4.815229], [1.013185, -3.143036, -3.979101], [4.768366, -2.699753, -4.230765], [1.979651, 0.887824, -4.190522], [1.828019, 0.544971, -5.647829], [0.431924, 0.893629, -6.268808], [2.829151, 1.340283, -6.236971], [1.558133, 1.892214, -4.150301], [2.979057, 0.778080, -3.769514], [1.297643, 0.262597, -3.614274], [2.137520, -0.485046, -5.824964], [-0.002767, 1.714209, -5.698020], [-0.340632, 0.126369, -6.218292], [0.492614, 1.044374, -7.346628], [2.469712, 2.224161, -6.131324], [3.377221, 2.209005, -1.230005], [4.761271, 1.959397, -0.849434], [5.526010, 3.326252, -0.937682], [4.700433, 1.404398, 0.455860], [3.461691, 2.403137, -2.299254], [2.972202, 3.143475, -0.841654], [2.665760, 1.383473, -1.209266], [5.274191, 1.227926, -1.473911], [4.837540, 4.169792, -0.887289], [6.105662, 3.291861, -1.860149], [6.388403, 3.412619, -0.276689], [5.613831, 1.127494, 0.558901], [0.688807, 1.357023, 1.214590], [-0.469088, 1.125899, 0.260380], [-0.015944, 0.834331, -1.156391], [-1.271579, 0.099092, 0.740670], [1.168290, 0.444075, 1.567743], [0.271707, 1.854868, 2.089970], [1.403596, 1.974835, 0.671000], [-1.175079, 1.946591, 0.133350], [-0.801368, 0.383585, -1.763042], [0.874668, 0.206442, -1.182440], [0.252060, 1.812420, -1.555906], [-2.133772, 0.079505, 0.318957], [-2.217244, 4.243205, 3.973198], [-0.942640, 3.495440, 4.394831], [0.380634, 4.182016, 3.851615], [-0.836106, 3.599386, 5.816110], [-3.146917, 3.836370, 4.371063], [-2.374313, 4.404559, 2.906712], [-2.234227, 5.237834, 4.418751], [-1.012307, 2.475461, 4.016817], [1.237919, 3.599870, 4.189647], [0.589896, 5.200382, 4.179099], [0.592549, 4.259697, 2.785229], [-0.209477, 2.965680, 6.172976], [-2.458621, -2.284008, -3.164264], [-3.528790, -3.090466, -3.869647], [-2.896986, -4.200514, -4.727204], [-4.493336, -3.507791, -2.860416], [-2.142626, -2.644528, -2.185347], [-2.843283, -1.269039, -3.064351], [-1.526547, -2.363105, -3.723796], [-3.935164, -2.384648, -4.594066], [-2.431413, -5.004677, -4.157406], [-2.063949, -3.940569, -5.380349], [-3.755399, -4.589184, -5.275064], [-4.847555, -2.784463, -2.337989], [0.644481, -2.687552, 1.449293], [1.660748, -3.809201, 1.438581], [1.068913, -5.073407, 0.880760], [2.721513, -3.354918, 0.604726], [0.293495, -2.438742, 0.447789], [1.067820, -1.790581, 1.901335], [-0.199882, -2.890379, 2.108094], [2.004939, -4.061037, 2.441683], [1.818064, -5.839571, 1.080408], [0.882111, -4.941722, -0.185009], [0.251103, -5.518943, 1.447150], [2.969997, -2.454963, 0.828187], [0.202105, 7.097478, -0.792807], [0.949814, 5.742497, -0.767872], [-0.227307, 4.730075, -0.531781], [1.412299, 5.400999, -1.994372], [0.858725, 7.934755, -1.029265], [-0.218484, 7.159228, 0.210882], [-0.649225, 7.146118, -1.471753], [1.805501, 5.529396, -0.127177], [0.154418, 3.737994, -0.290606], [-0.908111, 4.538653, -1.361210], [-0.812188, 5.017182, 0.342050], [1.453176, 6.202259, -2.521544], [-4.018876, -2.581087, 2.311225], [-5.223704, -2.749475, 1.270480], [-6.346963, -3.728264, 1.789935], [-5.749350, -1.458174, 1.204783], [-4.445775, -2.325835, 3.281122], [-3.140563, -2.016647, 1.998072], [-3.548305, -3.564232, 2.300998], [-4.893474, -3.072161, 0.283101], [-6.143685, -4.774808, 2.016931], [-7.297728, -3.569949, 1.280945], [-6.432040, -3.412078, 2.829596], [-6.324751, -1.486927, 1.972698], [-1.801234, -2.339754, 5.771366], [-0.494154, -1.810515, 5.000175], [-0.706394, -0.422763, 4.296234], [0.589958, -1.819595, 5.896825], [-2.581738, -2.498821, 5.027321], [-2.038623, -1.786447, 6.680001], [-1.643662, -3.343428, 6.166223], [-0.134228, -2.460796, 4.202875], [0.201614, -0.038910, 3.831184], [-0.912319, 0.285755, 5.098541], [-1.574057, -0.457487, 3.637409], [0.729704, -2.758854, 6.037730]], "forces_ev_per_angstrom": [[0.04, 0.08, 0.03], [0.05, 0.31, -0.17], [-0.29, -0.21, 0.19], [-0.06, 0.19, -0.21], [0.22, 0.06, 0.19], [-0.24, -0.35, 0.38], [0.00, 0.43, 0.34], [-0.01, -0.14, -0.37], [0.01, -0.14, 0.04], [-0.06, -0.92, -0.22], [0.13, 0.41, 0.41], [0.27, 0.53, -0.21], [-0.05, -1.27, -0.08], [-0.86, 1.95, 0.06], [0.81, 0.57, -0.03], [-0.90, -0.84, 0.63], [-0.34, 0.04, -0.32], [0.15, -0.42, -0.11], [-0.17, 0.28, -0.24], [1.54, -0.56, 0.49], [0.02, 0.21, -0.21], [-0.20, -0.16, -0.50], [0.09, -0.02, 0.40], [-0.07, 0.12, 0.03], [-1.99, -0.68, 0.39], [0.16, -0.36, -0.16], [0.30, -0.88, 0.61], [0.26, 0.45, -1.33], [0.47, 0.36, 0.69], [-0.09, 0.21, -0.46], [-0.04, -0.05, 0.37], [-0.27, 0.01, -0.28], [0.11, 0.48, -0.43], [0.27, -0.51, 0.50], [0.36, 0.59, 0.14], [0.42, 0.48, -0.22], [-1.24, 0.40, -2.55], [0.66, 1.06, 0.97], [0.72, -1.33, -0.38], [1.01, 0.08, 0.17], [-0.34, 0.33, -0.32], [-0.12, -0.28, 0.46], [0.26, -0.06, 0.59], [-0.15, -0.04, -0.37], [0.36, 0.02, 0.06], [-0.60, 0.43, -0.64], [-0.47, 0.00, 0.85], [0.09, -0.33, 0.98], [-0.92, 0.60, -0.22], [-0.59, -0.59, -0.94], [0.58, 0.38, 0.01], [-0.16, -1.68, 1.47], [-0.20, -0.08, -0.48], [0.42, 0.22, 0.08], [0.23, 0.13, 0.53], [0.48, 0.99, 0.49], [-0.06, 0.03, 0.02], [-0.07, -0.23, -0.02], [0.16, -0.06, -0.54], [-0.02, 0.03, -0.30], [-0.26, 0.64, 0.65], [0.94, 1.89, -0.90], [0.20, -0.51, -0.21], [-0.76, -0.28, -0.01], [0.20, -0.68, -0.03], [0.43, -0.39, -0.11], [0.46, 0.23, 0.03], [0.18, -0.21, 0.29], [0.01, -0.22, 0.31], [-0.68, 0.03, 0.59], [-0.81, -0.42, -0.42], [0.10, -0.12, -0.24], [0.61, 0.05, 0.13], [1.37, 0.87, 0.89], [-1.25, -0.95, 0.93], [0.26, -1.19, -1.43], [-0.55, -0.24, 0.20], [0.58, 0.23, 0.12], [-0.03, 0.73, -0.33], [-0.76, -0.12, 0.00], [-0.44, -0.13, 0.49], [-0.51, 0.91, -0.17], [0.43, -0.51, -0.44], [0.33, 0.35, -0.37], [-0.33, 0.30, 1.03], [-0.64, 1.14, -0.40], [1.06, -0.83, 0.16], [-0.02, -1.72, -0.31], [0.00, -0.08, 0.02], [0.21, 0.18, -0.26], [-0.32, -0.32, -0.23], [0.23, 0.34, 0.34], [0.36, -0.21, -0.81], [-0.22, -0.33, 0.06], [-0.57, 0.77, -0.13], [0.08, 0.57, 0.48], [1.11, -0.18, 1.13], [-3.71, -0.81, 0.15], [0.78, -0.68, 1.48], [1.42, -0.09, -3.35], [0.05, 0.18, 0.27], [0.09, 0.74, 0.03], [0.18, -0.58, -0.24], [-0.49, 0.85, 1.11], [0.26, -0.02, 0.04], [0.25, 0.73, -0.34], [-0.14, 0.04, 0.06], [0.24, -0.15, -0.32], [-0.50, -2.48, -1.76], [1.36, -0.78, 1.24], [1.07, 1.01, 1.09], [-1.18, 0.32, -0.64], [0.30, 0.01, 0.02], [-0.63, 0.93, -0.19], [-0.08, -0.47, 0.90], [0.28, 0.19, -0.02], [0.42, -0.15, -1.07], [0.19, -0.15, -0.12], [-0.69, 0.47, 0.30], [-0.42, 0.97, 0.08], [1.58, -0.38, -1.30], [-1.43, 0.28, -0.45], [0.15, -0.78, 1.99], [0.57, 0.63, 0.51], [-0.45, 0.57, 0.31], [-0.23, 0.64, -0.55], [0.48, -0.26, -0.14], [-0.94, -0.57, -0.24], [-0.28, -0.32, -0.39], [-0.28, 0.24, 0.05], [0.31, 0.05, -0.20], [0.39, 0.01, 0.37]], "de_lowest_ev": 3.746, "charge": 0, "multiplicity": 1, "energy_ha": -2248.97468, "gap_ev": 9.44, "largest_force_ev_per_a": 3.8, "e_lumo_ev": 0.03}